# C6H12N2O

A cluster of 2 separate species, C6H12N2O in total in a non-equilibrium geometry (ωB97M-V/def2-TZVPD, the Open Molecules 2025 dataset).

Gap between HOMO and LUMO, eV: 9.38
HOMO energy, eV: -9.139
Max |F|, eV/Å: 7.0
SMILES string: CC(C)(C)C#N.CN=O
LUMO, eV: 0.2
Spin multiplicity: 1

```
21
C6H12N2O ωB97M-V/def2-TZVPD
H 0.552 2.351 2.237
C 1.243 -1.296 -1.656
H 2.146 -1.628 -1.348
H -0.924 -2.299 -0.314
C -0.420 2.779 2.553
O -1.944 1.882 1.257
H 0.579 -2.426 0.693
C -0.602 0.465 -1.280
H 0.777 -2.139 -2.012
H 1.510 -0.788 -2.658
N 1.549 1.027 1.009
H -0.165 3.754 2.780
H -0.780 -1.425 1.032
C 0.281 -0.620 -0.590
H -0.623 1.966 3.340
H -1.318 -0.059 -2.019
C 1.085 0.253 0.299
N -1.266 2.880 1.428
H -0.032 1.156 -1.734
H -1.275 0.779 -0.510
C -0.168 -1.788 0.272
```

=====

# C22H29F4FeN8O3PTe

A structure of composition C22H29F4FeN8O3PTe (ωB97M-V/def2-TZVPD, the Open Molecules 2025 dataset).

Gap between HOMO and LUMO (spin up / spin down), eV: 7.28 / 5.56
Charge: +1
HOMO energy (spin up / spin down), eV: -10.287 / -10.325
Max |F|, eV/Å: 0.4
LUMO (spin up / spin down), eV: -3.0 / -4.8
Spin multiplicity: 6
⟨S²⟩: 8.79

```
69
C22H29F4FeN8O3PTe ωB97M-V/def2-TZVPD
Fe -0.682 0.220 0.434
O -0.781 -3.620 1.375
H -1.539 1.786 3.623
C 2.169 1.576 0.481
H 0.594 -4.370 2.679
C -0.514 1.843 -3.624
H 0.737 1.375 -5.303
H 1.171 -4.274 1.010
F 4.069 0.172 0.836
C -3.019 2.472 0.380
H -0.999 -6.189 2.021
N -2.504 3.181 -2.144
H 0.391 -1.727 2.532
H -4.878 5.226 -1.447
H -3.953 5.024 -2.912
C 0.559 -0.731 2.934
Te -2.806 -1.548 -0.120
C -3.460 3.777 -1.392
H -0.774 -4.006 -3.064
H 2.308 0.564 2.876
C 1.288 -3.503 -2.655
C 0.319 -4.539 1.638
C 0.539 1.200 -4.254
C 1.040 0.125 -2.186
N -4.160 4.755 -1.967
H 0.672 -6.647 1.666
H -1.162 2.536 -4.140
C -1.815 2.262 -1.519
C 3.549 1.299 0.343
O 0.339 -1.685 0.121
H -1.546 -0.872 4.539
C 1.732 2.780 -0.112
N -1.987 1.865 -0.251
F 2.099 4.737 -1.327
P -0.777 -2.718 0.074
C 2.586 3.610 -0.805
H -2.733 -0.308 3.344
H 1.523 -3.217 -3.682
C -0.195 -3.364 -2.403
H 1.610 -0.559 -1.573
N -0.707 0.015 2.805
H 1.600 -4.537 -2.514
N 1.250 0.784 1.105
C -1.758 -0.779 3.469
C -0.568 1.314 3.489
H 1.859 -2.876 -1.971
H -0.132 1.177 4.485
F 0.464 3.161 0.054
C 3.923 3.300 -0.952
H -2.802 1.313 2.038
H 4.591 3.952 -1.496
H -1.810 -1.766 3.016
N -3.351 2.027 1.597
C 1.716 -0.059 2.198
C -0.730 1.586 -2.281
H 2.378 -0.843 1.829
H -0.394 -6.111 0.358
C -0.132 -5.958 1.404
N -3.752 3.449 -0.135
H 0.062 1.987 2.909
C 1.337 0.334 -3.521
H 2.175 -0.179 -3.970
H 0.817 -0.838 3.995
N 0.023 0.736 -1.579
F 5.667 1.795 -0.495
H -4.067 2.512 2.109
C 4.385 2.135 -0.368
O -0.507 -3.798 -1.061
H -0.547 -2.337 -2.542
```

=====

# C51H48AsN9STeW

A structure of composition C51H48AsN9STeW (ωB97M-V/def2-TZVPD, the Open Molecules 2025 dataset).

Gap between HOMO and LUMO, eV: 6.48
Charge: +2
HOMO energy, eV: -12.168
Max |F|, eV/Å: 0.2
LUMO, eV: -5.7
Spin multiplicity: 1

```
112
C51H48AsN9STeW ωB97M-V/def2-TZVPD
C 1.206 0.992 5.274
H -1.741 -3.355 -2.275
C -4.028 -0.227 3.546
H -1.198 3.536 -2.432
C -4.112 4.231 0.026
H 3.769 -1.339 -4.785
H 3.406 -5.675 1.871
H -1.110 4.728 1.481
C 1.272 2.613 -1.325
N -1.915 0.701 2.964
C 3.776 -3.263 0.314
H 4.237 2.943 -2.934
H -0.402 -4.074 -3.191
H 0.352 4.081 -0.072
H 1.223 -0.047 7.146
C 4.838 -4.243 -2.069
C 4.999 -2.912 -1.713
H -4.771 1.922 -4.153
C -3.870 1.789 -3.568
C 0.963 0.845 3.916
H -3.344 -2.957 0.694
H 2.159 5.748 -0.464
C 3.043 -0.920 -4.100
C 0.551 -1.314 5.546
H -5.471 5.772 -0.618
H 3.795 -0.353 -0.337
H -3.335 2.526 5.381
C 0.048 -2.440 0.046
H 5.549 -2.251 -2.373
N -1.269 2.187 0.981
As 0.083 1.130 -1.126
H -0.123 -2.259 3.722
C -4.207 0.759 4.503
N -4.937 3.168 -0.322
H 0.065 -1.665 -2.672
C 2.906 -5.598 0.904
H 4.126 0.912 -3.864
C 1.013 -0.113 6.086
N -3.458 1.540 0.491
H -2.149 -0.622 -1.927
C 2.208 4.770 -0.924
H -1.806 7.089 1.171
H -1.326 2.416 3.924
H 1.741 -2.622 -4.220
N 0.495 -0.313 3.409
C -2.386 0.356 -2.336
C 1.186 0.143 -2.363
C 4.148 -5.084 -1.199
C -1.860 2.695 -2.603
C 3.247 0.349 -3.577
C 4.487 -2.394 -0.527
H -5.331 1.153 -0.253
Te 2.808 -2.487 2.016
C -3.232 1.729 4.659
H -3.974 7.598 0.094
C -4.585 1.907 -0.026
H -1.135 -4.768 -0.290
H -5.829 3.348 -0.755
H -3.793 -2.910 2.409
H 2.897 -6.591 0.460
H -3.281 3.847 -3.719
C -0.411 -4.576 -1.083
C 0.965 -1.111 -2.906
W -0.219 0.613 1.521
H 5.059 -0.790 0.803
H 5.739 -3.980 -4.006
C -3.643 -2.310 1.510
H 1.556 1.935 5.670
H 1.875 -5.297 1.101
H 0.400 -2.186 6.166
C 1.192 3.850 -0.712
C -2.054 4.972 1.013
N -1.212 -2.232 0.266
C -2.618 -1.257 1.754
C 1.902 -1.647 -3.778
H 6.299 -5.398 -3.125
H -4.197 -0.312 -3.268
C 3.294 4.436 -1.725
C -2.476 2.511 0.701
H 4.039 -6.132 -1.452
H 5.454 -0.522 -0.898
C 2.311 0.898 -2.707
H 4.085 5.156 -1.884
H 1.453 -3.537 -0.876
H -1.761 -5.073 -2.682
C -2.104 1.667 3.863
C -3.546 0.531 -3.073
C -2.445 6.281 0.841
C -2.871 -0.227 2.782
S 1.303 -1.276 0.555
H -4.782 -0.983 3.392
N -1.485 -1.193 1.141
C 4.711 -0.938 -0.219
C 3.614 -4.624 -0.003
H 1.036 2.888 3.032
H -4.597 -1.836 1.268
N 0.474 -3.507 -0.623
C 1.038 1.820 2.812
C -1.119 -4.244 -2.387
N 1.505 1.361 1.612
C -1.539 1.436 -2.113
C 0.276 -1.369 4.196
H -5.102 0.773 5.110
H 4.708 -5.412 -3.869
C -4.511 5.553 -0.167
C -3.033 2.869 -3.327
C -2.876 3.923 0.592
C 2.363 2.258 -2.124
C 3.379 3.186 -2.320
C 5.425 -4.782 -3.341
H 0.206 -5.467 -1.193
C -3.672 6.569 0.236
```

=====

# C4H9O2

A cluster of 2 separate species, C4H9O2 in total in a non-equilibrium geometry (ωB97M-V/def2-TZVPD, the Open Molecules 2025 dataset).

Gap between HOMO and LUMO, eV: 5.78
Charge: -1
HOMO energy, eV: -2.227
Max |F|, eV/Å: 1.5
LUMO, eV: 3.6
Spin multiplicity: 1

```
15
C4H9O2 ωB97M-V/def2-TZVPD
H -1.257 -2.510 -1.391
H -1.985 0.545 0.294
H -1.237 1.041 -1.204
C -0.400 -2.033 -0.854
C -0.425 -0.774 -0.410
O 0.493 1.540 0.655
H 0.785 -3.534 -1.235
H 0.427 -0.316 0.203
H -2.352 -0.342 -1.248
O 0.692 -2.873 -0.546
C 1.465 2.137 1.427
H 2.467 1.569 1.385
H 1.706 3.154 1.086
C -1.574 0.170 -0.666
H 1.197 2.226 2.504
```

=====

# C3H7NO

A structure of composition C3H7NO (ωB97M-V/def2-TZVPD, the Open Molecules 2025 dataset).

Gap between HOMO and LUMO, eV: 8.65
HOMO energy, eV: -7.778
Max |F|, eV/Å: 0.7
LUMO, eV: 0.9
Spin multiplicity: 1

```
12
C3H7NO ωB97M-V/def2-TZVPD
N 2.060 -0.200 -0.982
H -0.415 -0.691 1.556
H -0.457 -1.372 -0.101
C -0.465 -0.457 0.498
C 1.340 -0.178 0.163
H -1.625 0.678 -0.950
H 2.137 0.652 -1.533
H 2.717 -0.943 -1.157
H -2.572 -0.235 0.238
O 0.694 0.932 0.342
C -1.672 0.380 0.101
H -1.758 1.279 0.714
```

=====

# C5H9N3O2

A cluster of 2 separate species, C5H9N3O2 in total in a non-equilibrium geometry (ωB97M-V/def2-TZVPD, the Open Molecules 2025 dataset).

Gap between HOMO and LUMO (spin up / spin down), eV: 8.42 / 8.42
HOMO energy (spin up / spin down), eV: -8.197 / -8.198
Max |F|, eV/Å: 3.6
LUMO (spin up / spin down), eV: 0.2 / 0.2
Spin multiplicity: 1

```
19
C5H9N3O2 ωB97M-V/def2-TZVPD
C 0.892 -0.663 0.424
H -1.936 -0.244 2.002
N 1.889 -1.302 0.318
C -1.096 -0.978 1.836
C -1.236 -0.984 -0.720
N -0.422 -0.677 0.483
H 3.050 0.896 0.598
H -1.390 -2.039 -0.608
C 1.110 1.616 0.307
H 2.974 2.609 -0.098
H 2.662 1.055 -1.155
C 2.539 1.496 -0.103
O -0.995 2.525 0.763
H -0.369 -1.086 2.652
N 0.154 2.191 0.611
H -2.183 -0.370 -0.549
H -1.644 -1.914 1.462
O 3.099 -1.380 0.352
H -0.659 -0.858 -1.590
```

=====

# C5H15N2S

A cluster of 2 separate species, C5H15N2S in total in a non-equilibrium geometry (ωB97M-V/def2-TZVPD, the Open Molecules 2025 dataset).

Gap between HOMO and LUMO, eV: 5.61
Charge: +1
HOMO energy, eV: -10.039
Max |F|, eV/Å: 4.0
LUMO, eV: -4.4
Spin multiplicity: 1

```
23
C5H15N2S ωB97M-V/def2-TZVPD
H 1.937 2.015 0.432
H -2.846 0.162 -0.007
H -2.455 -2.159 -0.756
H -2.055 -0.164 -1.415
N 2.113 1.040 0.707
C -1.207 1.076 1.574
H 2.247 -2.498 -0.287
C 2.147 -0.031 -0.194
H 3.047 -0.037 -2.331
C -1.813 -1.511 -0.123
C -0.815 0.806 0.183
H -2.140 1.623 1.789
H 1.312 -0.558 -2.271
H 1.694 1.176 -1.772
H -0.339 1.576 2.126
H 1.916 0.761 1.681
C 2.034 0.074 -1.715
N -1.950 -0.073 -0.356
H -0.868 -1.784 -0.618
H -1.224 0.094 2.104
S 2.034 -1.585 0.646
H -1.979 -1.743 0.969
H -0.789 1.740 -0.365
```

=====

# C37H30NO5PS5Ta

A structure of composition C37H30NO5PS5Ta (ωB97M-V/def2-TZVPD, the Open Molecules 2025 dataset).

Gap between HOMO and LUMO, eV: 7.09
Charge: +1
HOMO energy, eV: -10.654
Max |F|, eV/Å: 0.5
LUMO, eV: -3.6
Spin multiplicity: 1

```
80
C37H30NO5PS5Ta ωB97M-V/def2-TZVPD
H 0.022 6.172 -4.383
H -2.195 -4.720 0.377
C -0.928 -4.810 -2.757
C 1.892 4.339 0.108
O -3.426 2.332 2.797
H -3.167 -3.570 2.496
H -0.220 -4.209 5.524
H 3.820 -0.490 -1.408
H 3.491 1.184 4.086
C 2.885 0.046 -1.579
H 2.428 -0.376 -2.474
C -4.150 -1.523 -0.611
C -0.043 5.219 -3.877
C -0.011 -2.326 2.725
H -0.747 -5.507 -3.564
C -0.358 2.832 -3.955
H -7.152 -0.394 0.450
C -1.389 -3.027 -0.690
N 2.616 2.287 -0.791
C -3.468 -1.492 0.606
S -0.456 1.185 -1.803
C -2.170 -3.400 2.885
C -0.802 -2.580 -1.870
C -0.249 2.757 -2.565
C 3.800 2.041 -2.834
H -2.470 -4.631 4.611
C 4.088 -1.237 1.144
H 2.129 4.051 1.131
C 2.761 0.487 2.196
C -5.443 -0.682 1.707
C 3.388 4.222 -1.939
C -5.476 -1.127 -0.663
O -1.053 2.756 2.054
H -0.125 -3.134 -3.826
H 4.474 3.855 -3.757
H -0.533 -1.538 -1.983
C -0.515 -3.750 4.589
O -0.836 -0.637 0.365
O -2.435 1.641 0.594
H -6.008 -1.148 -1.605
C -0.575 -3.477 -2.904
C -1.782 -3.991 4.076
H -3.649 -1.853 -1.513
C 0.056 5.158 -2.499
S -2.294 1.852 2.106
C 2.991 -0.381 1.135
C 3.666 0.510 3.257
H 0.679 -1.666 2.214
C 3.122 1.523 -1.736
H -5.945 -0.346 2.604
C -1.745 -4.367 -0.543
C 4.776 -0.315 3.247
H -1.784 -6.297 -1.465
H 0.191 6.063 -1.919
C -1.513 -5.256 -1.578
S 1.338 1.526 2.351
C 2.716 3.606 -0.900
C -6.117 -0.707 0.493
H -0.328 4.090 -5.679
H 1.354 -2.724 4.321
C 3.950 3.413 -2.919
C 0.370 -2.918 3.918
C -1.281 -2.566 2.207
C -4.117 -1.073 1.770
H -3.584 -1.036 2.709
C -0.244 4.049 -4.601
H -0.539 1.926 -4.520
C 4.988 -1.196 2.194
H 4.191 1.386 -3.602
H 3.450 5.300 -1.996
C -0.027 3.928 -1.853
S 1.824 -0.410 -0.191
H 5.476 -0.279 4.071
H 1.938 5.421 0.003
Ta -0.325 1.264 0.651
O -1.662 0.574 2.524
H 4.228 -1.941 0.333
P -1.739 -1.879 0.630
H 5.841 -1.860 2.198
S 0.133 3.850 -0.104
```

=====

# C44H65FN2O6

A cluster of 3 separate species, C44H65FN2O6 in total in a non-equilibrium geometry (ωB97M-V/def2-TZVPD, the Open Molecules 2025 dataset).

Gap between HOMO and LUMO (spin up / spin down), eV: 8.39 / 9.18
HOMO energy (spin up / spin down), eV: -8.612 / -9.400
Max |F|, eV/Å: 2.7
LUMO (spin up / spin down), eV: -0.2 / -0.2
Spin multiplicity: 3
⟨S²⟩: 2.01

```
118
C44H65FN2O6 ωB97M-V/def2-TZVPD
O -4.948 -0.701 -0.195
H 4.056 0.106 -5.565
C 2.363 0.055 5.201
C 5.352 0.307 -2.375
H 3.229 -3.214 5.445
H 1.687 2.263 2.028
C -3.457 -0.407 -5.075
C -6.897 -0.179 1.119
H 6.033 1.005 -4.293
H 3.724 -2.127 -5.264
C 2.889 -2.595 9.456
H -4.393 -1.384 -7.542
C 2.955 -0.616 -3.850
C -0.403 1.862 1.443
C 5.026 -2.124 -1.940
H -2.644 -0.931 -5.590
H 1.490 -0.255 -5.404
C -4.916 0.697 -8.929
C 4.010 0.301 -4.492
H -2.895 1.734 1.061
H -5.997 2.294 -6.268
H -6.543 2.111 -7.889
C 1.943 1.009 4.086
H 5.341 -0.700 0.190
H 0.963 -1.774 12.638
H -0.973 2.051 2.360
C 3.408 2.848 6.564
H 3.384 -2.792 -3.671
H -5.403 1.436 -4.501
C 1.525 -2.016 11.740
C 2.671 -1.285 9.826
H 2.868 1.335 3.585
H 4.054 0.477 0.039
C 1.759 -3.320 11.383
C -4.788 -1.032 -5.480
C 2.620 -1.251 4.858
N 3.040 -0.653 -2.360
H 4.345 2.518 7.016
C 2.442 -3.638 10.228
C 3.181 -0.193 8.905
H -5.884 0.354 -9.297
H -3.445 -1.234 -1.453
H 2.076 -2.431 -4.727
H 2.532 -1.598 3.834
C 5.412 0.198 -3.896
C 1.993 -0.964 10.977
H 3.687 1.342 -4.391
H -1.956 2.704 -5.241
H 0.008 0.284 3.338
C -4.385 1.818 -4.453
C -4.925 0.705 -7.398
O 3.753 0.790 9.327
H 3.481 2.978 5.480
H -3.566 1.786 -1.155
C 2.245 1.908 6.901
H -3.289 -0.566 -4.006
C -3.402 1.087 -5.391
H -2.282 0.717 -1.657
C 2.528 0.467 6.532
H 1.434 0.940 -4.124
H -0.565 0.844 -0.420
H 1.460 1.925 4.437
H -2.968 -0.022 1.107
H 3.147 3.833 6.973
H -4.072 1.700 -3.414
C 3.052 -2.065 -4.406
C 1.045 1.415 1.764
H -4.734 1.694 -9.331
C -2.603 0.828 0.521
H -4.411 2.888 -4.668
H 5.035 1.319 -2.103
O 4.425 -3.670 7.942
C 4.355 -0.532 -0.243
C -2.034 1.642 -5.001
C 1.038 0.416 2.988
H -0.731 -0.192 1.018
H -6.753 0.520 1.945
H 4.364 -2.900 -1.551
H 0.784 -0.678 -3.843
C 4.406 -0.724 -1.759
C 2.953 -0.490 7.433
O -6.215 1.085 -0.790
C 3.613 -2.789 8.142
C -4.070 -0.355 -1.268
H 1.846 0.077 11.244
H 1.387 -0.540 2.591
H -7.933 -0.241 0.784
H 5.967 -2.191 -1.393
F 1.787 2.083 8.192
H -6.627 -1.172 1.503
H -7.003 0.912 -6.684
O 2.441 0.404 -1.894
C 1.588 -0.120 -4.326
C -3.111 0.811 -0.945
H -0.321 2.813 0.898
H 5.894 -0.733 -4.205
C -5.076 -0.761 -6.954
H -4.749 -2.110 -5.311
H 1.364 -4.097 12.031
H 6.355 0.183 -1.959
H 1.420 2.231 6.253
C -5.985 0.151 -0.051
H 3.662 -1.239 0.219
H 2.621 -4.664 9.922
C 3.198 -1.799 7.071
C -1.042 0.757 0.560
H -5.603 -0.658 -4.855
H 1.469 0.889 0.902
O -2.677 1.022 -7.538
H -1.216 1.119 -5.497
C -6.183 1.543 -7.031
N -3.712 1.365 -6.827
H 5.264 -2.366 -2.974
H -4.162 0.024 -9.337
H -6.081 -1.112 -7.196
C 3.040 -2.197 5.771
H -4.594 -0.116 -2.199
H -1.871 1.533 -3.928
```